Version A
A single C3H3NS2 molecule. Source: OMol25; level of theory: the ωB97M-V functional and the def2-TZVPD basis.

ORCA input file:
```
! RIJCOSX wB97M-V def2-TZVPD def2/J DEFGRID3
* xyz 0 1
C 1.35420 0.25343 -0.01409
C 0.04233 0.55958 -0.01863
H -0.14764 1.63356 -0.01747
S -3.87328 -0.13739 0.01091
N -1.12263 -0.16382 -0.00696
S 2.48484 -1.12382 0.00041
C -2.32681 -0.02873 0.00070
H 1.59231 -2.11691 0.07055
H 1.99668 1.12411 -0.02542
*
```

SMILES = S=C=N/C=C\S
Frontier orbital gap = 8.81 eV
LUMO energy = 0.0153 hartree

Version B
A 2-piece molecular cluster, C3H3NS2 overall. Source: OMol25; level of theory: the ωB97M-V functional and the def2-TZVPD basis.

ORCA input file:
```
! RIJCOSX wB97M-V def2-TZVPD def2/J DEFGRID3
* xyz 0 1
S -3.79441 1.78307 -0.04157
S -3.90254 -1.25834 0.38748
H -1.18389 -0.09239 -2.32111
C -0.63060 -0.21890 0.87351
H 0.32781 -0.56836 1.38347
C -1.36888 -0.55486 -1.35762
H -1.21404 0.49760 1.30273
N -0.74137 -0.21409 -0.39790
C -3.67944 0.24897 0.17352
*
```

Frontier orbital gap = 7.85 eV
LUMO energy = -0.0055 hartree

Of them, the most stable is version A and the least stable is version B.

Version A
C2H3OPS2 as an isolated structure. Source: OMol25; level of theory: the ωB97M-V functional and the def2-TZVPD basis.

ORCA input file:
```
! RIJCOSX wB97M-V def2-TZVPD def2/J DEFGRID3
* xyz 0 1
C -0.92445 -2.04892 0.59799
H -0.16673 -0.36202 -2.39240
H 0.50451 2.97742 0.36712
S -0.29335 1.91323 0.62366
O 0.04117 0.37832 -1.83641
H -1.21478 -3.00194 0.87287
P 0.69631 0.24184 -0.36347
S 3.53812 0.18988 -0.12166
C -0.37740 -1.01519 0.27900
*
```

Frontier orbital gap (spin up / spin down) = 7.09 / 7.11 eV
LUMO energy (spin up / spin down) = -0.0670 / -0.0684 hartree

Version B
A 2-piece molecular cluster, C2H3OPS2 overall. Source: OMol25; level of theory: the ωB97M-V functional and the def2-TZVPD basis.

ORCA input file:
```
! RIJCOSX wB97M-V def2-TZVPD def2/J DEFGRID3
* xyz 0 1
C -0.44594 -2.32838 -0.21722
S 0.79795 1.78707 2.01201
H -0.64683 -3.37524 0.13060
H -0.25521 2.43695 1.96091
H 0.20728 0.84427 2.51684
S 1.81107 0.65136 -2.14429
O -1.15486 1.07938 -1.78864
C -0.32684 -1.31713 -0.85148
P 0.01340 0.22172 -1.61874
*
```

SMILES = C#CP(=O)=S.S
Frontier orbital gap = 8.82 eV
LUMO energy = -0.0411 hartree

Of them, the most stable is version B and the least stable is version A.

Version A
A 2-piece molecular cluster, C3H7N2OP overall. Source: OMol25; level of theory: the ωB97M-V functional and the def2-TZVPD basis.

ORCA input file:
```
! RIJCOSX wB97M-V def2-TZVPD def2/J DEFGRID3
* xyz 0 1
O -0.64956 -2.14996 0.52713
H -1.45363 0.86760 -0.32431
H 0.76415 1.01909 1.44084
N 3.15539 1.04638 -0.45366
H 1.15740 -0.52558 2.60666
C 0.46374 0.06084 1.84966
N 2.30599 -1.20606 -0.97808
H 2.82284 -1.99576 -0.77107
P 0.11963 -0.90928 0.35068
H 0.14247 0.82735 -1.37314
H -0.53646 0.17705 2.27508
H -1.00103 -0.25484 -1.65129
C -0.58869 0.23510 -0.87201
C 2.86114 -0.07314 -0.62210
*
```

Frontier orbital gap (spin up / spin down) = 7.78 / 7.77 eV
LUMO energy (spin up / spin down) = -0.0476 / -0.0476 hartree

Version B
A 2-piece molecular cluster, C3H7N2OP overall. Source: OMol25; level of theory: the ωB97M-V functional and the def2-TZVPD basis.

ORCA input file:
```
! RIJCOSX wB97M-V def2-TZVPD def2/J DEFGRID3
* xyz 0 1
H -0.67248 1.22234 2.80272
C 0.17086 0.95123 2.15095
H -1.73955 -1.16697 0.75739
N -1.22727 -1.05238 -0.10464
H -0.09924 0.91362 -2.89836
O 0.26979 1.48537 0.99421
H 0.89473 0.18791 -1.62267
C 1.34277 0.38203 2.84684
H -0.31200 -1.47954 -0.03694
H 2.27055 0.56965 3.33743
N 0.62563 -0.53532 2.39350
C -0.05978 0.13444 -2.14112
P -1.41170 0.37066 -0.91855
H -0.17244 -0.83959 -2.62111
*
```

Frontier orbital gap (spin up / spin down) = 6.79 / 5.62 eV
LUMO energy (spin up / spin down) = -0.0298 / -0.0460 hartree

Of them, the most stable is version A and the least stable is version B.

Version A
A single C6H9N3 molecule. Source: OMol25; level of theory: the ωB97M-V functional and the def2-TZVPD basis.

ORCA input file:
```
! RIJCOSX wB97M-V def2-TZVPD def2/J DEFGRID3
* xyz 0 1
N -2.96271 -0.40092 0.46447
H 0.88812 -0.32102 1.40810
C 0.70903 -0.03768 0.39383
C -1.44695 0.29482 -1.02309
H 2.24816 1.44454 0.11605
C -2.79199 0.09926 -0.75253
H 2.65086 -2.33503 -0.79753
C 2.24789 -1.50281 -0.26179
N -0.75759 -0.01184 0.13417
H 2.72564 -1.24830 0.64836
H -0.95225 0.74465 -1.91924
H 0.59103 1.74844 -0.68703
H -3.55257 0.19913 -1.46164
N 1.24621 -0.90638 -0.59858
H 1.18312 2.07623 1.10970
C -1.72865 -0.51148 1.00202
C 1.17945 1.41525 0.21476
H -1.47682 -0.74688 2.00997
*
```

SMILES = C=N[C@@H](C)n1ccnc1
Frontier orbital gap = 9.18 eV
LUMO energy = 0.0286 hartree

Version B
C6H9N3 as an isolated structure. Source: OMol25; level of theory: the ωB97M-V functional and the def2-TZVPD basis.

ORCA input file:
```
! RIJCOSX wB97M-V def2-TZVPD def2/J DEFGRID3
* xyz 0 1
C -2.29383 -1.05098 -0.45460
H -0.13245 1.89743 1.09465
C 0.74880 -1.45731 0.47379
H 0.66233 1.89863 -1.20453
H -4.20008 1.30941 0.19246
C 1.13014 1.23181 -0.50894
H 1.25999 1.24241 1.78272
N -2.12468 1.09229 0.08006
H 0.06167 -2.08602 -0.03134
C 0.65626 1.28741 0.89493
H 2.27400 0.95009 -0.82038
C -3.36492 0.60869 0.02168
N -3.57918 -0.61506 -0.39068
H 1.65372 -1.51184 -0.09253
H -2.06736 -2.06385 -0.73108
C 0.40068 0.04368 0.13724
H 0.80876 -1.67642 1.50947
N -1.48655 -0.01383 -0.33436
*
```

Frontier orbital gap = 10.10 eV
LUMO energy = 0.0280 hartree

Version C
A single C6H9N3 molecule. Source: OMol25; level of theory: the ωB97M-V functional and the def2-TZVPD basis.

ORCA input file:
```
! RIJCOSX wB97M-V def2-TZVPD def2/J DEFGRID3
* xyz 0 1
N -0.34095 -0.35693 -1.03354
C 1.21960 -0.45430 0.91942
C -1.13277 -0.14188 1.85414
H 2.32194 -0.63153 1.04033
C 0.84575 0.09578 -0.42054
H 1.01018 2.52591 -2.34148
C -1.52299 -0.64081 -0.51651
H 2.14513 1.36179 -2.93804
H -1.60017 -0.51564 2.81942
H -2.34520 -0.77816 -1.25142
H -2.87048 -0.76448 0.97098
C 1.22466 1.45144 -2.31334
H 0.41846 0.80479 -2.68982
N -1.86026 -0.78182 0.78593
N 1.61873 1.00747 -0.96908
H -1.22951 0.94478 1.93376
H 0.62765 -1.07992 2.72769
C 0.29898 -0.46834 1.85106
*
```

SMILES = C/N=C1/C=CCNC=N1
Frontier orbital gap = 9.12 eV
LUMO energy = 0.0199 hartree

Version D
A single C6H9N3 molecule. Source: OMol25; level of theory: the ωB97M-V functional and the def2-TZVPD basis.

ORCA input file:
```
! RIJCOSX wB97M-V def2-TZVPD def2/J DEFGRID3
* xyz 0 1
C -1.90882 -0.40439 0.53217
H 3.69689 0.63119 0.32715
H -2.08490 2.29386 -0.25480
C 2.43216 -1.18114 0.06716
H -1.95814 -1.49477 -1.32864
H 3.11840 -2.07572 -0.06528
C 2.79728 0.09698 0.02858
N 1.59837 0.84759 0.02668
H -2.83887 0.06332 0.61442
N 1.02330 -1.26019 -0.10173
H -0.56225 2.82092 -0.43424
H 1.36603 1.93328 -0.22336
N -2.17036 -1.66799 -0.28571
H -1.74541 -0.70906 1.51073
C -1.12858 1.89071 -0.13910
H -1.38145 -2.32990 -0.07496
C 0.59081 -0.00534 -0.13480
C -0.84445 0.55066 -0.06429
*
```

SMILES = C=C(CN)c1ncc[nH]1
Frontier orbital gap = 9.47 eV
LUMO energy = 0.0213 hartree

Of them, the most stable is version A and the least stable is version B.

Version A
C12H13AuBF4I2NOSeSi as an isolated structure. Source: OMol25; level of theory: the ωB97M-V functional and the def2-TZVPD basis.

ORCA input file:
```
! RIJCOSX wB97M-V def2-TZVPD def2/J DEFGRID3
* xyz 0 3
H -2.46676 4.65786 -0.69944
F -3.80237 -0.52731 0.12297
H 1.94237 -3.17313 4.57770
C 0.91548 0.69393 -1.62922
H 2.95477 -0.92392 1.07418
C -1.05888 3.23713 0.06769
C -0.61263 1.74603 -3.80067
H 1.75257 -4.40875 3.32917
H -1.19221 3.52060 1.10154
C 0.21490 0.65373 -4.00242
I -1.65332 2.46232 -5.43947
H 0.32481 -3.70042 4.08868
Se 0.48056 -0.24733 3.48731
H -2.22252 3.84415 -3.03138
N -0.20496 2.25268 -0.17185
F -2.27391 -0.76995 1.83763
H -0.87415 -2.65946 1.31726
F -2.74692 1.32404 1.01092
C 1.33135 -3.48256 3.72848
H 0.28532 0.21226 -4.98640
C -1.78248 3.85954 -0.94518
H 3.50308 -2.57033 1.42071
H 0.22350 -1.87112 0.20049
C 0.16658 -2.61400 0.99684
H 3.61952 -1.32992 2.67268
C -0.77102 2.34085 -2.50064
Si 1.29462 -2.18177 2.39468
B -2.63566 -0.04943 0.68064
F -1.55967 -0.16610 -0.26398
I 2.17582 -1.49950 -3.26402
C 0.95198 0.12424 -2.96237
C -0.04835 1.80610 -1.42737
Au 0.30990 1.02651 1.52619
C 3.00722 -1.69321 1.84632
O 1.63619 0.28956 -0.72430
H 0.46176 -3.58822 0.59557
C -1.64649 3.40489 -2.22895
*
```

Frontier orbital gap (spin up / spin down) = 7.79 / 6.60 eV
LUMO energy (spin up / spin down) = -0.0313 / -0.1034 hartree
Expectation value of S² = 2.0449

Version B
C12H13AuBF4I2NOSeSi as an isolated structure. Source: OMol25; level of theory: the ωB97M-V functional and the def2-TZVPD basis.

ORCA input file:
```
! RIJCOSX wB97M-V def2-TZVPD def2/J DEFGRID3
* xyz 0 3
B 1.25188 0.22164 3.94788
H 3.80265 -2.05103 -0.44504
F -0.01023 -0.27798 3.43839
H 1.60066 -1.23878 -3.89640
C -3.82093 2.14138 0.58513
I -3.12322 -4.11669 1.06559
H -0.52215 2.84296 0.80445
H 3.22047 -1.91148 -4.12856
F 1.15349 1.58027 4.15634
H 5.23369 -1.48709 -1.31589
Au 0.66275 -0.23868 1.04240
C -4.66713 -1.52063 0.79522
H 4.79006 0.75012 -3.69397
H 4.49759 -0.47354 -0.06696
H -2.74200 3.99114 0.59233
C -4.84020 -0.15445 0.66672
F 1.64986 -0.49287 5.03872
C -3.72865 0.74039 0.66337
C -3.39899 -2.06331 0.88065
N -1.34947 0.97108 0.80447
C -2.21219 -1.25937 0.82202
O -1.07824 -1.76584 0.79821
C 3.98952 1.09106 -3.03386
H 4.41350 1.77494 -2.29780
C -1.44679 2.28044 0.75209
Si 3.18401 -0.37712 -2.17138
H -4.79064 2.61061 0.48687
C 4.28351 -1.17201 -0.87633
C 2.47347 -1.63582 -3.37912
Se 1.35413 0.66589 -1.10426
H 2.17454 -2.54240 -2.85096
I -6.79903 0.55897 0.48827
C -2.68834 2.91293 0.63649
C -2.43088 0.19447 0.76353
H 3.26017 1.64539 -3.62564
F 2.17851 -0.01814 2.83064
H -5.52539 -2.17645 0.82637
*
```

Frontier orbital gap (spin up / spin down) = 7.51 / 4.98 eV
LUMO energy (spin up / spin down) = -0.0430 / -0.1232 hartree
Expectation value of S² = 2.0479

Of them, the most stable is version A and the least stable is version B.